Entry from OMol25: a gas-phase ion, C7H16N3O (charge +1) at a distorted geometry (ωB97M-V with the def2-TZVPD basis set).

```
27
Properties=species:S:1:pos:R:3
C 1.883 -3.178 -0.154
N 1.473 -1.776 -0.161
C 0.553 -1.393 1.035
C 0.114 0.041 0.819
O 1.220 0.931 0.999
C 0.900 2.334 1.007
C -0.311 2.689 0.320
N -0.983 1.846 -0.406
C -2.216 2.248 -1.172
C -0.473 0.387 -0.559
N -1.509 -0.463 -0.907
H 2.257 -3.606 -1.120
H 1.050 -3.879 0.000
H 2.432 -3.372 0.724
H 2.297 -1.253 -0.256
H 1.147 -1.699 1.936
H -0.389 -1.998 1.002
H -0.685 0.297 1.522
H 1.811 2.718 0.788
H 0.686 2.695 2.103
H -0.664 3.743 0.156
H -2.887 2.783 -0.474
H -1.921 2.914 -1.982
H -2.653 1.423 -1.560
H 0.258 0.401 -1.381
H -1.933 -1.088 -0.277
H -1.972 -0.440 -1.765
```

Results
- HOMO (Ha) = -0.434
- maximum force (eV/Å) = 5.245
- structure (SMILES) = CNC[C@H]1OCC=[N+](C)[C@@H]1N
- lowest unoccupied orbital energy (eV) = -4.26
- total charge = +1
- energy relative to the best compared isomer or geometry (same formula, charge and spin) (eV) = 1.954
- Kohn-Sham gap (eV) = 7.55



Entry from OMol25: a molecular structure, C32H55ClP2Si2Sn at a distorted geometry (ωB97M-V with the def2-TZVPD basis set).

```
93
Properties=species:S:1:pos:R:3
Sn 1.298 0.538 0.469
C -1.237 -1.785 -2.069
C -0.608 -0.888 -2.971
C 0.741 -1.318 -3.127
Si -1.435 0.631 -3.629
C 0.945 -2.449 -2.295
C -0.277 -2.728 -1.618
Si -0.610 -3.942 -0.261
H -2.277 -1.742 -1.756
H 1.475 -0.848 -3.773
H 1.864 -3.012 -2.182
Cl 2.163 1.956 2.204
C -2.411 -4.414 -0.309
C 0.437 -5.463 -0.486
C -3.263 0.302 -3.767
C -0.752 1.056 -5.306
H 0.101 -5.991 -1.390
H 0.291 -6.131 0.373
H 1.506 -5.248 -0.594
H -3.042 -3.626 0.120
H -2.558 -5.338 0.266
H -2.725 -4.594 -1.346
H -1.005 0.247 -6.007
H 0.334 1.193 -5.319
H -1.233 1.978 -5.663
H -3.435 -0.694 -4.197
H -3.716 1.052 -4.430
H -3.755 0.355 -2.788
C -0.289 -3.017 1.374
C -1.182 1.991 -2.318
P 1.210 -2.004 1.697
H -0.381 -3.774 2.169
H -1.136 -2.314 1.486
P 0.438 2.362 -1.533
H -1.846 1.724 -1.475
H -1.573 2.917 -2.768
C 0.187 4.059 -0.792
C 1.572 2.632 -2.999
C 2.613 -3.184 1.313
C 1.220 -1.807 3.554
C 0.720 -0.413 3.972
H 2.292 -1.864 3.803
C 0.484 -2.894 4.346
H -0.586 -2.917 4.106
H 0.577 -2.690 5.424
H 0.901 -3.895 4.193
H 1.519 0.336 3.897
H 0.378 -0.448 5.016
H -0.109 -0.073 3.334
H 2.356 -3.556 0.308
C 2.699 -4.377 2.272
C 3.966 -2.470 1.242
H 1.821 -5.035 2.244
H 2.870 -4.055 3.308
H 3.565 -4.987 1.981
H 4.055 -1.864 0.334
H 4.771 -3.219 1.224
H 4.131 -1.816 2.113
H 1.411 1.727 -3.607
C 3.045 2.685 -2.582
C 1.216 3.860 -3.845
H 0.229 3.800 -4.321
H 1.955 3.943 -4.654
H 1.274 4.789 -3.262
H 3.421 1.695 -2.305
H 3.207 3.368 -1.733
H 3.649 3.047 -3.427
C -0.002 3.985 0.733
C -0.920 4.913 -1.420
H 1.154 4.554 -0.978
H -1.907 4.444 -1.316
H -0.746 5.132 -2.480
H -0.961 5.890 -0.917
H -0.616 3.122 1.020
H -0.499 4.900 1.082
H 0.963 3.894 1.247
C 3.484 0.573 -0.033
H 3.525 -0.072 -0.916
H 3.827 1.583 -0.263
H 4.090 0.170 0.780
C -0.786 0.637 0.998
C -1.745 0.994 1.705
C -2.738 1.513 2.572
C -2.338 2.342 3.645
C -3.277 2.896 4.511
C -4.641 2.644 4.330
C -5.055 1.827 3.269
C -4.124 1.261 2.389
H -1.268 2.553 3.777
H -2.937 3.528 5.327
H -5.373 3.086 5.010
H -6.117 1.631 3.125
H -4.458 0.640 1.563
```

Results
- HOMO (Ha) = -0.230
- maximum force (eV/Å) = 3.399
- lowest unoccupied orbital energy (eV) = -0.44
- total charge = 0
- Kohn-Sham gap (eV) = 5.83